1.
14
Properties=species:S:1:pos:R:3:forces:R:3 method="wB97M-V/def2-TZVPD" charge=0 orbital_gap_ha="0.280 / 0.269" e_homo_ev="-6.96 / -6.81" e_tot_ha=-692.85165
C 0.27506 1.23896 0.66113 0.0 -0.5 1.0
C -0.99991 1.44567 0.37150 -0.5 -0.7 -0.2
C 0.04398 0.07459 -1.44954 0.5 -1.7 1.2
C 0.55870 -0.04613 -0.05248 -2.0 0.6 -1.4
C -1.27455 0.38664 -0.71039 2.3 -0.6 -0.3
C 0.87034 -1.24151 0.71469 0.6 0.4 0.4
Cl -2.38190 -0.95454 -0.64740 -0.1 0.4 0.5
H 0.96583 1.54352 1.42777 -0.1 1.0 0.0
H -1.77400 2.09896 0.74663 0.2 0.3 0.0
H 0.58822 0.87740 -1.86585 -0.1 1.0 -1.4
H 0.09821 -0.90672 -1.99015 -0.4 1.2 0.2
H 1.95876 -1.19390 0.84346 0.2 -0.6 -0.2
H 0.55065 -2.12865 0.21330 0.0 -0.8 -0.2
H 0.52060 -1.19429 1.73731 -0.6 -0.1 0.3


2.
49
Properties=species:S:1:pos:R:3:forces:R:3 method="wB97M-V/def2-TZVPD" charge=-2 orbital_gap_ha=0.239 e_homo_ev=-2.19 e_tot_ha=-5701.12266
Pt 0.36150 1.14140 -0.54246 1.2 1.6 -0.6
O 2.25667 0.70409 -1.32338 -0.2 -0.4 -0.3
C 2.82258 -0.45225 -1.26297 0.0 0.1 0.3
C 3.54266 -0.95305 -2.37517 0.1 0.0 0.0
C 4.24712 -2.13285 -2.30362 0.0 0.0 0.0
C 4.26110 -2.88343 -1.12650 0.0 0.0 0.0
C 3.54359 -2.42282 -0.03778 0.0 0.0 0.0
C 2.81784 -1.22977 -0.07493 -0.1 -0.1 -0.1
C 2.08840 -0.76189 1.10708 -0.1 0.0 0.1
N 1.22551 0.24918 1.25241 -0.1 -0.7 -0.4
C 0.84748 0.25387 2.57249 0.1 0.4 0.1
C 1.47113 -0.74081 3.24222 0.0 0.0 0.0
N 2.24943 -1.37567 2.30532 0.0 0.0 0.0
H 3.51424 -0.36154 -3.28152 0.0 0.0 0.0
H 4.78836 -2.48439 -3.17571 0.0 0.0 0.0
H 4.81197 -3.81320 -1.06519 0.0 0.0 0.0
H 3.55275 -3.02732 0.86318 0.0 0.0 0.0
H 0.16558 0.98960 2.94371 0.0 0.0 0.0
H 1.42752 -1.05054 4.27014 0.0 0.0 0.0
H 2.83514 -2.17136 2.46588 0.0 0.0 0.0
F -4.61120 1.03943 1.59400 0.0 0.0 0.0
C -4.35034 1.25365 2.87752 0.0 -0.1 0.0
F -4.43454 2.56824 3.11771 0.0 0.0 0.0
F -5.29943 0.64659 3.60707 0.0 0.0 0.0
S -2.66646 0.64294 3.33694 0.0 0.0 0.2
O -1.80984 1.19199 2.32641 -0.4 -0.2 0.3
O -2.50712 1.09047 4.69280 0.0 0.0 0.0
N -2.80640 -0.90927 3.33413 -0.1 0.0 0.2
S -2.64576 -1.91677 2.14178 0.1 -0.1 0.0
O -3.78704 -1.99375 1.27727 -0.1 0.0 0.0
O -1.33378 -1.98193 1.57263 0.0 0.0 0.0
C -2.76352 -3.45249 3.16656 0.0 0.0 0.0
F -1.71563 -3.58916 3.98909 0.0 0.0 0.0
F -3.87562 -3.49826 3.90809 0.0 0.0 0.0
F -2.77785 -4.51925 2.35049 0.0 0.0 0.0
F -1.56288 0.13083 -2.88855 0.0 0.0 0.0
C -0.79751 1.16076 -3.29444 0.0 0.1 0.1
C 0.03616 1.81289 -2.39784 -0.1 -0.5 0.0
C 0.77860 2.85192 -2.93545 0.1 0.0 0.0
F 1.60408 3.57427 -2.15880 0.0 0.0 0.0
C 0.71465 3.22009 -4.26659 0.0 0.0 0.0
F 1.46489 4.23449 -4.74204 0.0 0.0 0.0
C -0.13238 2.54758 -5.12308 0.0 0.0 0.0
F -0.20506 2.89186 -6.42500 0.0 0.0 0.0
C -0.89992 1.51114 -4.62939 0.0 0.0 -0.1
F -1.72626 0.84624 -5.46324 0.0 0.0 0.0
Se -1.38626 2.70068 0.10620 -0.4 -0.1 0.4
C -1.56512 3.87709 -1.31965 0.1 -0.3 -0.3
N -1.76900 4.59047 -2.20783 0.0 0.2 0.2


3.
101
Properties=species:S:1:pos:R:3:forces:R:3 method="wB97M-V/def2-TZVPD" charge=+3 spin_multiplicity=6 orbital_gap_ha="0.221 / 0.184" e_homo_ev="-14.14 / -15.37" e_tot_ha=-2712.70002
Ir 0.28116 -0.76940 -0.56543 -1.1 -0.4 -0.2
C 0.22715 -6.44109 -2.05295 -0.1 -0.2 -0.2
N 0.77283 -5.12898 -1.72620 -0.1 0.2 0.2
C 2.05830 -4.74929 -1.91650 0.2 0.1 0.0
C 2.15279 -3.46811 -1.45338 0.0 0.0 0.0
N 0.94517 -3.05608 -0.96982 0.1 0.2 0.2
C 0.09935 -4.08707 -1.14987 0.1 0.2 0.0
P -1.66570 -4.28242 -0.90860 -0.1 0.0 -0.1
C -1.41707 -1.23424 -2.96990 -0.4 -0.1 0.4
N -0.01966 -1.12218 -2.60362 0.1 0.1 0.0
C 0.67517 -0.88364 -3.71786 0.2 -0.1 0.2
C -0.15848 -0.86298 -4.82113 -0.2 0.0 -0.1
N -1.42839 -1.06055 -4.41118 0.3 0.2 -0.1
C -2.52669 -1.42212 -5.29023 -0.1 -0.1 -0.2
C -1.97744 -3.03855 0.31550 0.1 -0.1 0.1
N -1.12475 -2.17039 0.87190 0.0 0.1 0.0
C -1.74834 -1.66645 1.96433 0.0 0.0 0.0
C -3.00861 -2.20074 2.06688 0.1 0.0 0.1
N -3.14772 -3.05698 1.02584 0.1 0.2 -0.1
C -4.33979 -3.81956 0.68652 -0.2 -0.2 -0.1
H 1.02829 -7.17484 -2.05079 0.0 0.1 0.0
H -0.23696 -6.43299 -3.03871 0.0 0.1 0.0
H -0.51302 -6.73425 -1.31333 0.0 0.0 0.0
H 2.80824 -5.39052 -2.34806 -0.1 -0.1 0.0
H 3.02717 -2.84694 -1.46725 0.1 0.2 0.1
H 1.74273 -0.72948 -3.71430 0.0 0.0 0.0
H 0.09660 -0.74068 -5.86169 0.0 0.0 0.0
H -2.70667 -0.62531 -6.01118 0.0 0.0 0.1
H -3.42991 -1.58614 -4.71139 0.0 0.0 0.0
H -2.30291 -2.33715 -5.84186 0.0 0.0 0.1
H -1.25734 -0.98054 2.63199 -0.1 0.0 0.0
H -3.78063 -2.04841 2.80266 0.0 0.0 0.0
H -5.07801 -3.71249 1.47564 0.1 0.0 0.0
H -4.10092 -4.87646 0.57721 0.0 0.0 0.0
H -4.76784 -3.45473 -0.24652 0.0 0.0 0.0
N 3.90863 -0.44899 -0.06829 0.3 0.1 -0.7
C 4.27560 0.48203 -0.92691 -0.2 -0.3 0.0
C 5.65743 0.73471 -1.08642 0.3 0.2 -0.1
C 6.11710 1.71201 -1.93572 0.2 -0.1 0.1
C 5.21351 2.49156 -2.63772 -0.1 0.1 -0.1
C 3.81244 2.30170 -2.49396 -0.1 -0.4 0.2
C 2.90719 3.16220 -3.13984 0.0 0.1 0.0
C 1.56589 2.98808 -2.94465 0.0 0.1 -0.1
C 1.14195 1.92675 -2.14473 -0.1 -0.3 0.0
N 1.95397 1.07231 -1.54054 0.9 -0.2 0.0
C 3.29618 1.26380 -1.67270 -0.3 0.5 -0.7
H 4.59011 -0.87291 0.54814 -0.1 -0.1 0.0
H 2.93377 -0.60189 0.11891 -0.2 -0.1 0.2
H 6.36170 0.13790 -0.51865 0.0 0.0 0.0
H 7.18075 1.88114 -2.03146 0.0 0.0 -0.1
H 5.56519 3.27362 -3.29954 0.0 0.0 0.0
H 3.28646 3.96490 -3.76035 0.0 0.0 0.0
H 0.83498 3.63593 -3.40805 0.0 0.0 0.0
H 0.08066 1.74762 -2.00596 0.0 0.0 0.0
C -2.45333 0.87099 4.35411 0.0 0.0 0.0
C -2.17964 2.34069 4.19950 0.2 0.0 -0.1
C -3.00298 3.28266 4.80959 0.0 0.0 0.0
C -2.73852 4.63966 4.72092 0.0 0.0 0.0
C -1.63618 5.08793 4.00798 0.0 0.0 0.0
C -0.80771 4.17198 3.38213 0.0 0.0 -0.1
C -1.08092 2.81178 3.46869 -0.2 0.1 0.1
N -0.16457 1.89230 2.84506 0.3 -0.2 0.2
C -0.37739 1.23841 1.68866 -0.3 0.1 0.0
N -1.56713 1.49749 1.11753 0.1 0.0 0.1
C -2.15817 1.01082 -0.05134 0.0 -0.2 -0.3
C -1.51238 0.14923 -0.93038 0.6 -0.1 0.2
C -2.17095 -0.24520 -2.10210 0.0 0.2 -0.1
C -3.44771 0.20366 -2.37747 0.1 0.0 0.0
C -4.08557 1.04923 -1.47944 0.0 0.0 0.0
C -3.47046 1.45755 -0.31148 0.1 0.0 0.1
C -4.18331 2.35418 0.66458 0.0 0.0 -0.1
N 0.50636 0.39842 1.15990 0.0 -0.2 -0.6
C 1.75863 0.21090 1.82696 -0.1 0.0 0.4
C 1.98568 -1.05615 2.37310 -0.2 0.0 0.0
C 3.13783 -1.32479 3.09260 0.2 -0.1 0.0
C 4.08280 -0.32273 3.26368 0.0 0.0 0.0
C 3.88302 0.91867 2.67694 0.0 0.0 0.1
C 2.73844 1.21541 1.93822 -0.2 0.1 0.0
C 2.64044 2.55068 1.24158 0.1 0.0 0.1
H -3.11546 0.69786 5.20004 0.0 0.0 0.0
H -1.53042 0.31600 4.52802 0.0 0.0 0.0
H -2.93847 0.46361 3.46229 0.0 0.0 0.0
H -3.85185 2.93514 5.38542 0.0 0.0 0.0
H -3.38503 5.34770 5.22147 0.0 0.0 0.0
H -1.42147 6.14564 3.94316 0.0 0.0 0.0
H 0.06201 4.51419 2.83389 0.0 0.0 0.0
H 0.72038 1.75174 3.30688 0.1 -0.1 0.0
H -2.12514 2.16972 1.62880 0.0 0.0 0.0
H -1.80814 -2.23435 -2.72718 0.1 -0.1 -0.1
H -3.95936 -0.09371 -3.28261 0.0 0.0 0.0
H -5.08780 1.39427 -1.69888 0.0 0.0 0.0
H -5.20409 2.52771 0.33319 0.0 0.0 0.0
H -3.70222 3.33424 0.74196 0.0 0.0 0.0
H -4.22666 1.91088 1.66328 0.0 0.0 0.0
H 1.22194 -1.81791 2.24655 0.0 0.0 0.0
H 3.28860 -2.29908 3.53888 0.0 0.0 0.0
H 4.97365 -0.50599 3.84923 0.0 0.0 0.0
H 4.64008 1.68430 2.79918 0.0 0.0 0.0
H 3.35936 3.25113 1.66261 0.0 0.0 0.1
H 1.65336 3.00479 1.29410 -0.1 0.0 0.0
H 2.87887 2.43762 0.18193 0.0 0.2 0.3


4.
39
Properties=species:S:1:pos:R:3:forces:R:3 method="wB97M-V/def2-TZVPD" charge=0 orbital_gap_ha=0.347 e_homo_ev=-8.69 smiles="CCCCNC(=O)NCCN1CCOCC1" e_tot_ha=-747.69992
C 3.51922 -2.21536 -2.34426 0.0 -0.1 0.2
C 4.08140 -2.28316 -0.92928 0.1 0.2 -0.1
C 4.61312 -0.93892 -0.42988 -0.3 -0.1 0.0
C 3.53647 0.14423 -0.31630 0.3 0.1 -0.1
N 2.46360 -0.22036 0.58045 0.2 0.1 0.2
C 1.24988 -0.62458 0.09994 0.0 -0.1 0.5
O 0.92035 -0.49738 -1.06387 -0.1 0.0 -0.5
N 0.42387 -1.15870 1.04854 0.0 0.0 0.2
C -0.93986 -1.54302 0.77126 -0.2 0.0 0.1
C -1.98697 -0.66588 1.47613 0.0 -0.1 -0.2
N -2.55705 0.34162 0.60418 0.0 0.0 0.1
C -1.59710 1.35197 0.18866 -0.1 0.2 -0.2
C -2.27296 2.32238 -0.77776 0.3 -0.1 0.0
O -3.40286 2.93679 -0.19967 0.0 0.2 0.0
C -4.32754 1.95926 0.20843 -0.2 -0.2 0.3
C -3.70606 0.98916 1.21295 -0.1 0.2 -0.2
H 4.24607 -1.77569 -3.02406 0.1 0.0 -0.1
H 3.27858 -3.21508 -2.69856 0.0 -0.1 -0.1
H 2.60951 -1.62174 -2.36833 -0.1 0.1 -0.1
H 3.30129 -2.64062 -0.25260 0.0 -0.1 0.1
H 4.90047 -3.00643 -0.89818 -0.1 0.0 0.1
H 5.07673 -1.08142 0.55111 0.1 0.1 0.0
H 5.38506 -0.57838 -1.11221 0.1 0.0 0.0
H 3.07416 0.32993 -1.28628 0.1 0.1 0.1
H 3.99277 1.07432 0.04051 -0.1 0.0 -0.1
H 2.73344 -0.49431 1.51214 -0.1 0.0 -0.1
H 0.70518 -1.14050 2.01545 0.1 0.0 -0.1
H -1.07414 -2.58445 1.08320 0.0 0.1 -0.1
H -1.07499 -1.47928 -0.30962 0.0 -0.1 0.1
H -1.53287 -0.21540 2.38082 -0.1 0.0 0.0
H -2.81292 -1.30275 1.80374 0.0 0.0 0.1
H -0.76835 0.87294 -0.32919 0.1 0.0 0.0
H -1.20821 1.91361 1.05859 0.0 0.0 0.0
H -1.59035 3.12842 -1.05061 0.0 -0.1 0.0
H -2.57121 1.77309 -1.68242 0.1 0.0 0.0
H -5.16624 2.49456 0.65775 0.0 -0.1 0.0
H -4.67981 1.38985 -0.66493 0.0 0.0 0.1
H -4.44163 0.22803 1.48415 0.0 0.0 0.0
H -3.42193 1.54746 2.12434 0.0 0.0 0.0


5.
10
Properties=species:S:1:pos:R:3:forces:R:3 method="wB97M-V/def2-TZVPD" charge=0 orbital_gap_ha=0.381 e_homo_ev=-9.39 smiles="CO/C=N/O" e_tot_ha=-284.32681
C 0.20794 0.22772 -1.73937 -0.3 1.6 2.9
O -0.33783 -0.80037 -0.77140 0.5 0.7 -0.7
C -0.35834 -0.65832 0.59355 -2.6 -2.6 -3.2
N 0.37794 0.11235 1.20095 1.1 1.0 0.9
O 0.14422 -0.04550 2.57574 0.5 3.6 1.4
H -0.69193 0.44607 -2.35268 1.1 -0.5 -0.3
H 0.36004 1.25107 -1.12881 0.1 -2.4 -1.3
H 1.19455 -0.10217 -2.21420 -1.8 0.3 0.6
H -1.18344 -1.37341 0.97255 1.7 1.3 -0.1
H 0.28684 0.94256 2.86368 -0.4 -3.0 -0.3


How do the records compare in largest force on an atom? In the order shown, they have 2.53, 2.09, 1.20, 0.51, 4.84 eV/Å.
How do the records compare in ΔE to the lowest compared entry with this formula, charge and spin? In the order shown, they have 348.04, 41.68, 18.98, 0.00, 369.04 kJ/mol.